[1]
C38H35N4O2RhS2Si | ωB97M-V with the def2-TZVPD basis set

XYZ file:
```
83
Properties=species:S:1:pos:R:3:forces:R:3:lowdin_charge:R:1
Rh 0.02114 0.14123 -0.06906 -0.337 -0.045 0.771 0.87
C 3.55747 2.14193 1.70681 -0.062 0.071 0.068 -0.05
C 3.04664 3.41910 1.90398 0.029 -0.039 -0.002 -0.05
C 1.69989 3.64672 1.70753 -0.016 -0.001 0.015 0.00
C 0.87522 2.60522 1.28644 0.074 0.063 0.161 -0.22
N 1.40639 1.38995 1.01824 -0.751 0.022 -1.162 0.02
C 2.69802 1.16333 1.25330 0.047 -0.189 0.023 -0.12
C -0.58635 2.66565 1.20979 -0.079 -0.006 -0.011 -0.19
C -1.34579 3.72395 1.71193 0.106 0.034 0.055 -0.03
C -2.71787 3.59920 1.82885 -0.045 0.019 0.020 -0.09
C -3.33216 2.40126 1.47408 0.109 -0.031 -0.018 -0.08
C -2.58491 1.36970 0.92227 -0.083 0.100 0.092 -0.11
C -1.20964 1.50528 0.73650 0.030 -0.429 -0.697 -0.22
H 4.59668 1.91156 1.89000 0.000 -0.023 -0.022 0.11
H 3.69663 4.22265 2.22498 -0.018 0.014 -0.002 0.11
H 1.27583 4.62578 1.87616 0.005 -0.003 0.018 0.11
H 3.04557 0.15554 1.07117 -0.019 0.002 -0.069 0.11
H -0.86690 4.64120 2.03337 -0.011 -0.008 0.039 0.10
H -3.30424 4.41816 2.22438 0.006 0.005 -0.003 0.10
H -4.40046 2.27895 1.60782 -0.006 0.006 -0.014 0.11
H -3.09201 0.46570 0.60913 0.027 0.034 -0.022 0.08
C -7.78298 0.90377 -1.18549 0.029 -0.030 -0.012 -0.05
C -6.48979 0.13509 -1.23368 -0.016 0.034 0.010 -0.27
C -5.33314 0.71597 -1.75091 0.012 0.001 -0.002 -0.02
C -4.15216 -0.00033 -1.82515 -0.033 -0.060 -0.036 -0.06
C -4.11997 -1.31076 -1.36912 0.004 -0.038 -0.083 -0.28
C -5.25636 -1.91088 -0.85246 0.003 0.032 0.068 -0.05
C -6.43478 -1.18143 -0.78565 0.009 -0.005 0.009 -0.04
S -2.58766 -2.18819 -1.47318 0.025 0.180 -0.130 0.59
O -2.06466 -1.97367 -2.79054 0.081 0.104 0.000 -0.30
O -2.83283 -3.54236 -1.04526 -0.008 -0.058 0.049 -0.31
N -1.61662 -1.43358 -0.42438 0.531 0.406 0.354 -0.16
C -1.67633 -1.74156 0.91952 -0.273 -0.118 -0.012 -0.43
C -2.59210 -2.53957 1.63485 -0.007 0.053 -0.147 0.00
C -2.44164 -2.64323 2.99891 0.073 0.051 0.042 -0.06
C -1.40803 -1.97338 3.65954 -0.071 -0.030 0.007 -0.07
C -0.55511 -1.21300 2.89406 -0.120 -0.076 -0.042 -0.12
N -0.68757 -1.12122 1.57118 0.480 -0.010 0.580 -0.01
H -7.61277 1.96976 -1.33022 -0.006 0.005 0.011 0.07
H -8.29222 0.75979 -0.23211 -0.003 0.009 0.002 0.08
H -8.45890 0.56370 -1.97278 -0.008 0.010 0.002 0.08
H -5.35300 1.74045 -2.10420 -0.005 0.002 -0.007 0.11
H -3.25744 0.44596 -2.23844 0.001 0.046 -0.019 0.10
H -5.21221 -2.93734 -0.51352 -0.013 -0.007 -0.029 0.11
H -7.32803 -1.64435 -0.38233 0.001 -0.006 -0.002 0.11
H -3.37948 -3.05631 1.11184 -0.002 -0.021 0.064 0.09
H -3.13938 -3.24822 3.56416 -0.007 -0.004 -0.006 0.11
H -1.28212 -2.03865 4.73039 -0.002 -0.003 0.001 0.10
H 0.25933 -0.64654 3.33118 0.013 -0.016 -0.003 0.11
S 2.17147 -3.86442 -1.17364 -0.006 0.024 0.018 1.11
C 1.14806 -2.67212 -0.48914 -0.002 -0.092 0.006 -0.43
N 1.52765 -1.43831 -0.59615 -0.053 -0.061 -0.465 -0.03
C 2.74462 -1.36970 -1.27976 0.102 -0.180 0.106 -0.32
C 3.46529 -0.21463 -1.57241 0.004 0.016 0.049 -0.05
C 4.65302 -0.32325 -2.26220 0.004 0.034 0.005 -0.06
C 5.14543 -1.57044 -2.66534 -0.019 -0.044 -0.007 -0.08
C 4.45321 -2.72679 -2.37378 0.008 0.035 -0.004 -0.08
C 3.25346 -2.61171 -1.67564 -0.049 -0.007 0.030 -0.46
H 0.22138 -2.96589 -0.02103 0.024 0.015 -0.017 0.07
H 3.08062 0.74446 -1.26753 -0.002 0.020 -0.004 0.07
H 5.20992 0.57351 -2.50096 0.004 -0.004 -0.006 0.11
H 6.07583 -1.63086 -3.21372 0.008 0.017 0.007 0.11
H 4.82614 -3.69468 -2.68012 0.004 0.000 -0.003 0.11
C 0.42854 -0.01058 -3.50157 -0.005 0.080 -0.110 -0.19
Si 0.12325 1.28400 -2.17581 0.495 0.244 0.548 0.58
C 1.59863 2.50257 -2.30451 -0.095 -0.003 0.099 -0.20
C -1.26732 2.44408 -2.78763 -0.079 -0.186 -0.027 -0.27
C -2.33924 2.94201 -2.05026 0.030 0.105 -0.068 -0.11
C -3.21871 3.88109 -2.57998 -0.006 -0.010 -0.006 -0.09
C -3.05296 4.34063 -3.87592 -0.007 0.009 0.015 -0.10
C -2.00294 3.84837 -4.63960 0.027 -0.004 -0.024 -0.09
C -1.12733 2.92001 -4.09896 -0.060 -0.077 -0.011 -0.12
H 0.43251 0.46239 -4.48835 0.037 -0.058 -0.001 0.03
H -0.33081 -0.78754 -3.49636 -0.062 -0.048 -0.001 0.00
H 1.40500 -0.47746 -3.34925 -0.045 0.037 -0.054 0.01
H 1.34730 3.30404 -3.00083 0.007 0.014 -0.007 0.02
H 2.49544 2.01126 -2.68103 0.023 0.043 -0.036 0.01
H 1.83606 2.97436 -1.34570 0.028 -0.004 -0.019 0.01
H -2.49752 2.60396 -1.04139 -0.011 0.015 0.084 0.06
H -4.03216 4.25609 -1.96893 0.007 0.000 0.004 0.10
H -3.72904 5.07926 -4.28821 -0.014 -0.016 -0.007 0.10
H -1.86374 4.19223 -5.65732 -0.001 -0.002 -0.001 0.10
H -0.31564 2.55307 -4.71847 0.008 0.045 -0.002 0.09
```
Positions in Å, forces in eV/Å.

* LUMO energy: -0.112 eV
* spin multiplicity: 1
* Kohn-Sham gap: 7.82 eV
* E: -82588.1168 eV
* relative energy (zero: lowest compared OMol25 entry of this formula, charge and spin): 21.82 kcal/mol

=====

[2]
C38H35N7SScSe2 | ωB97M-V with the def2-TZVPD basis set

XYZ file:
```
84
Properties=species:S:1:pos:R:3:forces:R:3:lowdin_charge:R:1
Sc -0.52815 -0.23174 -0.06689 -0.052 0.047 -0.144 0.93
C -2.02246 -4.53338 -0.71348 -0.023 -0.003 -0.024 -0.07
C -1.90959 -3.14333 -0.68663 0.040 -0.008 0.016 -0.06
N -0.76920 -2.55911 -0.34570 -0.019 -0.001 -0.028 0.07
C 0.27249 -3.35309 -0.04382 -0.005 -0.033 -0.001 -0.18
C 0.12728 -4.73015 -0.04668 0.030 0.035 0.025 -0.04
N -1.01818 -5.32178 -0.37839 -0.004 -0.021 -0.001 0.12
C 1.56953 -2.66687 0.18159 0.007 -0.015 -0.011 -0.20
C 2.74353 -3.33280 0.49569 -0.013 0.009 -0.005 0.06
C 3.92700 -2.60958 0.60891 0.009 -0.007 0.010 -0.12
C 3.88924 -1.24066 0.36108 -0.017 0.021 -0.001 0.07
C 2.68136 -0.64204 0.04227 0.005 0.011 -0.005 -0.22
N 1.54305 -1.34331 -0.00935 -0.010 0.035 -0.011 0.07
C 2.54498 0.79886 -0.28639 0.003 -0.023 0.022 -0.22
C 3.62901 1.62861 -0.52758 -0.004 0.001 -0.001 -0.04
N 3.48047 2.91303 -0.83438 0.006 -0.020 0.002 0.12
C 2.24136 3.37095 -0.90720 -0.012 0.029 -0.002 -0.07
C 1.13763 2.55368 -0.68054 0.043 -0.013 -0.004 -0.10
N 1.29317 1.27218 -0.37051 -0.039 -0.001 -0.065 0.04
C 5.19470 -3.27932 0.97631 0.001 0.000 0.002 -0.18
C 5.51805 -4.53236 0.46890 -0.004 0.024 0.004 -0.01
C 6.71958 -5.11261 0.84645 0.011 -0.014 0.004 -0.12
N 7.58164 -4.53992 1.68083 -0.013 0.004 -0.008 0.08
C 7.26436 -3.34404 2.16615 0.008 0.007 0.008 -0.12
C 6.09447 -2.67177 1.84415 0.000 -0.012 -0.009 -0.01
H -2.95674 -4.99852 -1.00011 0.002 0.007 0.003 0.12
H -2.75225 -2.51071 -0.93287 -0.009 0.003 -0.005 0.12
H 0.94925 -5.38538 0.21041 -0.007 -0.007 -0.006 0.12
H 2.74576 -4.39760 0.67629 0.009 0.001 0.001 0.12
H 4.79845 -0.65988 0.40975 0.005 -0.008 0.005 0.12
H 4.64427 1.25633 -0.48763 0.003 0.008 -0.003 0.12
H 2.10904 4.41642 -1.15553 -0.003 -0.002 0.000 0.12
H 0.12404 2.92317 -0.75086 -0.002 0.004 -0.004 0.10
H 4.86719 -5.04136 -0.23028 0.004 -0.004 0.000 0.12
H 7.00265 -6.08341 0.45668 -0.003 0.001 -0.001 0.11
H 7.97833 -2.89890 2.84926 -0.002 0.001 0.000 0.11
H 5.88454 -1.70680 2.28756 0.001 0.000 0.001 0.12
C -1.97251 4.44434 2.39703 0.012 -0.009 0.025 -0.40
Se -0.34276 3.38811 2.44068 -0.016 -0.019 0.009 0.91
C -0.96380 2.10789 3.77936 0.011 0.041 -0.020 -0.56
C 0.14584 1.17497 4.21803 0.002 -0.007 -0.023 -0.51
Se 1.12688 0.34886 2.72735 0.000 0.017 -0.021 0.95
C 1.26504 -1.42595 3.50393 -0.008 0.005 0.010 -0.35
H -2.83312 3.79213 2.26756 0.002 0.001 -0.004 0.02
H -1.90249 5.12404 1.55161 0.003 -0.003 -0.005 0.02
H -2.06555 5.01346 3.31783 -0.011 0.006 -0.005 0.03
H -1.79707 1.55133 3.35629 0.000 0.009 0.004 0.04
H -1.31343 2.68094 4.63799 -0.007 -0.026 0.020 0.08
H -0.26277 0.34867 4.79887 -0.020 0.011 0.009 0.08
H 0.88534 1.69623 4.82230 0.005 0.003 -0.004 0.07
H 1.69838 -1.35062 4.49777 -0.002 -0.010 0.003 0.04
H 1.92893 -2.01384 2.87364 0.002 -0.002 0.004 0.01
H 0.28260 -1.89360 3.54996 0.005 0.003 -0.004 0.03
S -2.69683 2.49371 -3.24722 0.003 0.008 0.004 1.05
C -3.24529 3.05012 -1.73036 -0.007 0.002 0.020 -0.40
C -2.70132 2.34032 -0.69843 0.009 0.017 -0.042 -0.23
C -1.79865 1.30845 -1.10356 0.070 -0.149 0.031 -0.26
C -1.71765 1.29453 -2.47516 0.005 0.004 -0.028 -0.54
C -0.88309 0.36007 -3.22277 0.014 -0.001 -0.015 -0.28
C -0.76610 0.36567 -4.61354 0.009 -0.005 0.018 -0.01
C 0.04877 -0.55988 -5.23054 -0.009 0.014 -0.032 -0.04
C 0.73844 -1.48348 -4.45469 0.006 -0.018 0.052 -0.05
C 0.57287 -1.42815 -3.08629 -0.014 0.015 -0.052 -0.12
N -0.20990 -0.53617 -2.47396 -0.077 0.063 0.254 0.05
H -3.95249 3.86398 -1.68151 0.003 -0.003 0.006 0.07
H -2.94966 2.55244 0.33324 -0.005 0.003 0.004 0.08
H -1.31586 1.09386 -5.19412 0.004 -0.003 -0.007 0.10
H 0.14691 -0.56624 -6.30809 -0.002 0.002 0.001 0.12
H 1.38388 -2.22889 -4.89589 -0.001 0.003 -0.006 0.11
H 1.08733 -2.13214 -2.44418 0.011 -0.014 -0.015 0.10
C -2.08501 -0.46987 1.55678 0.135 -0.003 0.091 -0.22
C -3.22776 -1.38099 1.36266 -0.061 0.086 -0.124 -0.34
C -4.27736 -1.03996 0.49482 0.051 -0.003 0.012 -0.07
C -5.29859 -1.93263 0.21456 -0.011 -0.037 0.011 -0.08
C -5.31339 -3.19548 0.80002 -0.024 0.014 -0.030 -0.10
C -4.29959 -3.53936 1.68203 0.034 0.022 0.032 -0.10
C -3.27245 -2.64543 1.95717 -0.035 -0.054 0.018 -0.08
H -2.42608 0.57407 1.55380 0.056 0.025 0.020 0.04
H -1.58037 -0.65732 2.50909 -0.077 -0.071 0.028 0.02
H -4.27105 -0.06047 0.02770 -0.016 -0.013 -0.006 0.11
H -6.09470 -1.64150 -0.45955 0.002 0.001 -0.001 0.11
H -6.11653 -3.88899 0.58915 0.001 0.002 -0.003 0.10
H -4.30858 -4.50963 2.16408 0.002 0.002 0.001 0.11
H -2.48608 -2.93371 2.64892 -0.001 0.011 -0.003 0.11
```
Positions in Å, forces in eV/Å.

* LUMO energy: -3.855 eV
* spin multiplicity: 1
* Kohn-Sham gap: 5.86 eV
* E: -212630.0093 eV
* total charge: +1
* relative energy (zero: lowest compared OMol25 entry of this formula, charge and spin): 0.00 kcal/mol